44
Properties=species:S:1:pos:R:3:forces:R:3 method="wB97M-V/def2-TZVPD" spin_multiplicity=1 charge=0 homo_lumo_gap_ev=7.72 homo_ev=-7.04
C -0.189 3.824 -3.851 -1.4 0.6 -10.1
C -0.963 4.344 -3.058 -6.5 7.6 5.5
C -0.714 4.420 -1.523 -5.9 6.2 -2.8
C 0.231 3.559 -1.067 -2.2 -1.0 -1.0
C 1.365 4.009 -0.721 7.5 9.0 4.5
C 2.288 3.330 -0.025 2.8 1.2 2.1
C 1.964 2.037 0.034 9.6 -4.8 3.1
C 1.072 1.356 -0.594 -5.0 2.4 -2.0
C 0.108 2.258 -1.129 -2.8 -7.6 0.0
O -1.136 1.650 -1.590 3.0 1.4 1.0
H -1.448 2.476 -1.931 -1.8 0.2 -1.0
C 0.876 -0.029 -0.513 -4.0 -6.3 -1.5
N 0.138 -0.533 0.712 4.3 5.7 4.8
C -0.050 -1.772 1.216 -2.3 -4.9 -4.6
C -1.200 -2.374 0.459 1.0 3.8 3.8
C -1.679 -3.540 0.886 -0.8 -5.6 -0.2
C -0.987 -4.477 1.649 5.8 3.7 1.6
C 0.215 -3.814 2.281 -0.6 -5.2 1.6
C 0.790 -2.663 2.057 -2.4 7.2 -2.3
C 1.880 -1.912 2.757 3.8 -8.0 -7.9
H 1.689 -1.207 3.286 -3.2 8.5 6.4
H 2.440 -2.589 3.311 1.1 -1.4 1.3
H 2.647 -1.518 2.020 -0.9 -0.4 0.4
H 0.858 -4.331 3.064 -1.2 -0.5 -1.0
C -0.911 -5.931 1.856 -7.4 2.0 6.4
H -2.247 -6.080 1.950 3.1 -0.2 0.1
H -0.895 -6.556 1.090 1.5 -2.8 -3.3
H -0.671 -6.208 2.994 0.2 0.2 -3.1
H -2.568 -3.954 0.424 -0.5 0.2 -0.2
C -2.239 -1.515 -0.252 6.6 0.2 -3.3
H -1.809 -1.652 -1.328 -1.8 0.0 0.9
H -2.011 -0.477 -0.176 -0.4 0.9 0.8
H -3.180 -1.823 -0.100 -3.4 -1.0 0.3
H 0.781 -0.097 1.489 -1.6 -0.3 -1.5
H -0.068 -0.359 -1.234 3.4 0.7 0.5
H 1.811 -0.628 -0.521 -0.4 0.4 -0.9
H 2.996 1.154 0.317 -3.0 2.8 0.1
H 3.170 3.786 0.617 -2.0 -1.0 -1.9
H 1.630 5.219 -0.504 -1.4 -3.0 -1.5
H -1.702 4.531 -1.060 -0.4 -1.9 0.3
H -0.683 5.564 -1.247 1.7 -1.7 -0.9
H -1.846 5.277 -3.350 2.5 -3.4 0.5
H -0.339 3.932 -5.041 0.2 -0.2 2.9
H 0.585 3.311 -3.653 5.5 -3.9 1.8

=====

46
Properties=species:S:1:pos:R:3:forces:R:3 method="wB97M-V/def2-TZVPD" spin_multiplicity=1 charge=0 homo_lumo_gap_ev=8.53 homo_ev=-7.84
C -3.981 -5.531 -3.438 -0.1 0.1 -0.1
H -4.240 -6.407 -4.031 0.0 0.1 0.0
O -3.151 -6.000 -2.406 0.2 -0.1 0.2
C -2.669 -5.096 -1.501 0.0 0.1 0.0
C -2.932 -3.735 -1.511 -0.1 -0.4 -0.3
C -2.391 -2.903 -0.541 0.2 0.2 0.4
C -1.578 -3.421 0.456 -0.1 -0.1 -0.1
C -1.312 -4.792 0.464 0.0 0.2 0.0
C -1.848 -5.616 -0.497 -0.1 0.1 -0.1
H -1.647 -6.675 -0.495 0.0 -0.1 0.0
H -0.679 -5.188 1.242 0.1 -0.1 0.1
O -0.998 -2.695 1.457 0.1 -0.2 0.1
C -1.258 -1.309 1.520 0.1 0.2 0.1
C -0.523 -0.760 2.739 -0.2 -0.2 -0.2
H -0.865 -1.301 3.623 0.0 0.0 0.0
H 0.545 -0.955 2.619 0.0 0.0 0.0
C -0.779 0.739 2.917 -0.1 -0.1 -0.2
C -0.274 1.522 1.714 0.0 -0.2 0.6
O -1.004 1.947 0.844 -0.3 0.1 -0.3
N 1.070 1.664 1.682 0.5 0.0 0.1
H 1.618 1.343 2.464 -0.2 0.0 0.0
C 1.754 2.408 0.652 0.0 0.2 0.0
H 2.610 1.830 0.291 -0.1 0.1 -0.1
C 2.225 3.782 1.155 -0.1 -0.2 -0.2
C 2.896 4.539 0.045 0.0 0.0 0.1
C 4.278 4.534 -0.086 0.0 0.0 0.0
C 4.890 5.209 -1.129 0.1 0.0 0.0
C 4.123 5.893 -2.056 0.1 0.0 -0.1
C 2.744 5.899 -1.936 0.0 0.0 -0.1
C 2.135 5.225 -0.893 0.0 0.0 0.0
H 1.059 5.232 -0.800 -0.1 0.0 0.0
H 2.141 6.431 -2.657 0.0 0.0 -0.1
H 4.599 6.420 -2.869 0.0 0.0 -0.1
H 5.966 5.201 -1.216 0.1 0.0 0.0
H 4.883 4.004 0.637 0.0 0.0 0.1
H 1.354 4.334 1.514 0.0 0.0 0.1
H 2.917 3.643 1.989 0.0 0.0 0.0
H 1.042 2.540 -0.166 0.1 -0.1 0.0
H -0.285 1.092 3.824 0.0 0.0 0.0
H -1.851 0.918 3.008 0.1 0.1 0.0
H -2.336 -1.124 1.620 0.1 0.0 -0.1
H -0.904 -0.808 0.609 -0.1 -0.1 0.0
H -2.616 -1.849 -0.585 0.0 0.1 0.0
H -3.560 -3.294 -2.270 -0.1 0.0 -0.1
H -4.897 -5.078 -3.045 0.0 0.0 0.0
H -3.462 -4.806 -4.075 0.0 0.0 0.0

=====

Here are the calculated relative energy (zero: lowest compared OMol25 entry of this formula, charge and spin) numbers, same order: 14.8982, 1.0899 (eV).